Record 1
The following is a DFT calculation (wB97M-V/def2-TZVPD) of a 15-piece molecular cluster, C44H74Cl16O21 overall.

Structure (XYZ):
```
155
C44H74Cl16O21 | the Open Molecules 2025 dataset | wB97M-V/def2-TZVPD
Cl 0.71 -2.64 4.38
Cl 3.92 -2.42 4.90
Cl 1.75 5.42 -0.37
Cl -2.59 -6.48 0.00
Cl -0.42 -6.16 -3.28
Cl -1.77 4.19 -6.31
Cl 2.00 -6.36 -1.08
Cl -2.79 -3.41 1.16
Cl -2.77 5.85 -1.77
Cl 3.20 2.58 0.99
Cl 3.34 0.91 7.54
Cl 3.78 0.83 4.09
Cl -4.00 5.86 1.47
Cl -2.39 1.70 3.79
Cl -0.21 4.10 -3.33
Cl 0.49 3.33 2.94
O 2.76 -1.41 -3.01
O 6.96 3.99 -4.11
O -0.04 -1.58 1.08
O 4.88 4.00 -5.15
O -3.77 1.44 -1.00
O -3.04 -0.27 -2.29
O 7.95 -2.86 -0.23
O 5.04 3.69 -2.89
O -4.32 0.30 7.02
O -1.43 -3.46 -5.23
O -4.69 -0.53 -0.83
O 0.11 -2.77 -0.87
O 3.62 0.55 -2.04
O -2.20 -4.57 -6.96
O 0.55 -0.62 -0.81
O -5.90 1.50 5.99
O -3.56 -3.86 -5.36
O 5.64 -2.68 0.05
O 6.95 -1.29 1.08
O -5.53 -0.67 5.49
O 1.89 0.53 -3.58
C 2.10 -5.54 -2.62
C 1.00 -0.44 -4.04
C -1.84 3.57 -3.68
C 3.94 4.20 0.85
C -5.41 0.22 0.12
C 2.25 1.18 5.01
C -3.83 0.18 -1.46
C 1.71 -4.08 5.04
C 5.75 3.86 -4.01
C 4.80 -1.78 0.64
C 3.73 -2.54 1.35
C -1.63 -4.65 1.78
C 2.84 -0.06 -2.82
C 1.77 -1.73 -3.99
C -0.07 -0.21 1.46
C -5.43 -0.41 1.53
C -3.55 -0.83 6.72
C 2.95 5.36 0.94
C -1.21 -5.62 0.65
C 3.58 4.04 -4.76
C 3.17 -3.99 4.59
C 6.98 -2.29 0.25
C 2.11 0.43 6.28
C -2.62 6.74 0.86
C 1.27 -6.19 -3.69
C 5.68 -0.98 1.57
C 0.69 0.16 -5.45
C -5.30 0.49 6.14
C 3.68 3.80 -3.27
C 0.55 0.41 0.18
C -4.75 1.60 -0.01
C -3.80 -2.01 4.43
C -1.94 -2.89 -4.07
C -3.44 -3.16 -4.17
C 0.19 -1.75 -0.24
C -2.07 3.47 3.76
C -2.40 -4.00 -5.94
C -4.45 -1.57 5.75
C -1.85 5.92 -0.26
C -2.47 4.54 -4.69
C 2.59 3.00 -5.41
C -0.71 3.86 4.13
C -0.15 1.62 -0.38
C -3.94 -4.14 -3.09
H -3.56 4.48 -4.80
H -2.64 -0.45 6.24
H -5.94 0.26 2.22
H 3.22 -1.84 2.01
H -1.56 4.91 0.03
H 3.13 2.92 -2.91
H -3.98 -2.21 -4.12
H -2.37 3.80 2.77
H 2.14 -0.65 6.10
H 3.52 6.21 0.57
H 1.62 2.90 -4.93
H 1.65 -3.86 6.10
H 1.27 -5.03 4.74
H -1.18 1.41 -0.69
H 2.13 -1.83 -5.01
H -0.73 -4.11 2.06
H -2.77 3.93 4.46
H -2.25 5.58 -4.47
H -1.96 7.06 1.66
H -4.91 -2.34 6.38
H -0.38 3.50 5.10
H 3.06 2.02 -5.47
H 4.49 4.29 -0.08
H -3.32 -1.51 7.54
H 1.09 0.60 6.63
H -3.79 -3.73 -2.09
H 4.19 -3.24 2.05
H -4.43 -0.60 1.91
H 3.76 -4.75 5.10
H 2.44 5.57 1.88
H -5.02 -4.27 -3.24
H -3.58 -5.16 -3.13
H -1.83 -1.81 -4.15
H -0.66 4.95 4.14
H 0.58 0.06 2.29
H -0.95 6.49 -0.49
H 4.66 4.33 1.66
H -4.35 1.87 0.96
H -1.04 0.19 1.74
H 1.60 0.66 0.32
H 0.13 1.09 -5.37
H -0.55 -6.47 0.86
H 1.59 0.23 -6.06
H -1.77 2.59 -4.16
H -3.07 7.63 0.41
H -3.00 -2.72 4.62
H 4.38 -1.23 -0.20
H 3.18 -4.18 3.52
H 0.08 -0.55 -6.01
H 2.98 -3.03 0.73
H 3.18 5.05 -4.88
H -6.46 0.32 -0.16
H 2.23 2.27 5.10
H 1.39 0.91 4.40
H 3.14 -5.54 -2.93
H 1.13 -2.57 -3.73
H -0.21 2.40 0.38
H 1.74 -4.54 -2.38
H 1.58 -7.21 -3.88
H -6.05 -1.31 1.55
H 1.43 -5.74 -4.67
H 2.30 3.37 -6.39
H 3.28 4.67 -2.74
H 0.11 -0.46 -3.40
H -2.45 3.53 -2.78
H -1.42 -3.26 -3.19
H 5.44 0.08 1.47
H 0.49 2.04 -1.16
H -2.05 -5.04 2.71
H -0.82 -5.08 -0.21
H 5.42 -1.20 2.60
H -3.30 -1.16 3.95
H -5.44 2.38 -0.33
H -4.58 -2.39 3.78
```

Its lowest unoccupied orbital energy is -0.31 eV. As for the spin multiplicity: 1. As for the gap between HOMO and LUMO: 10.09 eV. The electronic energy is -290186.744 eV. The value obtained for the HOMO energy is -10.402 eV.

---

Record 2
The following is a DFT calculation (wB97M-V/def2-TZVPD) of C44H74GeIrNP2 as an isolated structure.

Structure (XYZ):
```
123
C44H74GeIrNP2 | the Open Molecules 2025 dataset | wB97M-V/def2-TZVPD
Ir 0.00 0.68 -0.19
Ge -2.51 2.40 2.03
P -0.75 -1.09 0.94
P 1.98 1.80 0.29
N 0.76 0.91 -2.13
C 4.38 1.89 1.86
C 1.80 3.50 1.00
C -0.40 -1.52 -4.66
C -5.23 -1.67 -0.11
C 0.21 -2.89 4.19
C -4.38 1.83 1.82
C -2.54 -1.39 0.51
C 2.68 2.13 -1.34
C 0.05 0.35 -3.22
C -1.82 0.39 -4.73
C -3.24 -2.62 1.11
C -1.41 1.64 0.60
C -0.82 -1.03 2.79
C -1.04 1.03 -3.78
C -1.07 -2.34 3.56
C 2.13 -4.15 0.85
C 0.93 4.36 0.10
C 5.54 3.90 -3.13
C 1.28 -5.13 0.02
C 0.40 -0.91 -3.71
C -0.30 -3.32 -0.75
C 3.32 0.97 1.26
C 0.42 -0.30 3.35
C -2.39 -1.58 -6.21
C 3.83 2.87 -1.59
C -2.07 2.19 3.94
C 1.93 1.60 -2.41
C -1.53 -0.90 -5.17
C 0.07 -2.73 0.62
C -2.45 4.34 1.70
C 3.99 -0.08 0.37
C 2.40 1.84 -3.71
C 0.77 -1.93 5.24
C 4.30 3.10 -2.87
C 0.50 -0.46 4.87
C 1.65 -1.57 -3.20
C -2.87 -1.29 -0.98
C 3.55 2.56 -3.92
C -1.34 2.44 -3.37
C 1.24 3.45 2.42
C -4.54 -2.95 0.36
C 0.70 -4.41 -1.19
C 1.59 -2.71 0.74
C -4.36 -0.94 -1.15
H -3.48 -2.42 2.16
H 2.81 3.91 1.02
H 1.87 2.89 3.11
H 1.33 -0.72 2.91
H -1.40 2.98 4.27
H 3.17 -4.17 0.51
H -1.79 -2.15 4.36
H -0.55 3.11 -3.71
H 0.95 -3.04 3.40
H -2.29 2.78 -3.80
H -2.98 -0.49 0.97
H -0.45 -0.14 5.31
H -5.04 2.48 2.40
H 3.26 -0.67 -0.18
H 3.97 2.65 2.52
H 1.89 -5.98 -0.29
H -2.66 -2.24 -1.48
H 1.95 -2.12 1.59
H 0.47 -5.53 0.63
H 2.54 -0.99 -3.47
H -5.40 -1.03 0.76
H 3.89 2.72 -4.94
H -1.30 -3.77 -0.68
H -5.20 -3.54 1.00
H -4.48 0.14 -1.04
H -2.73 4.56 0.67
H -0.13 -2.51 -5.01
H 2.79 0.48 2.07
H -1.39 2.56 -2.29
H -2.68 0.91 -5.14
H -3.15 4.85 2.36
H -1.53 -3.10 2.93
H -0.36 -2.53 -1.50
H 6.06 4.14 -2.20
H 0.86 5.37 0.51
H 1.76 -2.57 -3.60
H -3.01 2.30 4.49
H 1.85 -2.09 5.35
H 4.59 -0.76 0.98
H 5.08 1.29 2.44
H -6.21 -1.90 -0.53
H 0.33 -2.14 6.22
H -4.68 1.87 0.77
H 1.52 -3.96 -1.76
H -4.67 -1.20 -2.16
H -2.25 -0.54 -1.48
H -0.31 -3.39 1.40
H 4.96 2.39 1.08
H 1.33 4.43 -0.91
H 1.12 4.46 2.82
H -2.59 -3.50 1.10
H -2.35 -2.66 -6.11
H -4.52 0.80 2.17
H 4.38 3.29 -0.75
H -1.45 4.73 1.87
H -1.63 1.24 4.21
H -1.78 2.14 -0.31
H 0.26 2.97 2.40
H 5.31 4.85 -3.62
H -4.32 -3.58 -0.51
H 2.14 -4.46 1.89
H -3.43 -1.27 -6.12
H -1.68 -0.37 2.97
H 1.27 0.19 5.28
H 4.64 0.40 -0.36
H 6.24 3.37 -3.77
H 0.39 0.74 3.04
H 1.64 -1.61 -2.11
H -2.06 -1.33 -7.22
H 0.03 -3.87 4.63
H 0.20 -5.10 -1.87
H 1.99 -2.22 -0.15
H -0.08 3.95 0.04
H 1.84 1.45 -4.55
```

Its lowest unoccupied orbital energy (alpha / beta) is 0.43 / 0.43 eV. As for the spin multiplicity: 1. As for the gap between HOMO and LUMO (alpha / beta): 6.57 / 6.57 eV. The electronic energy is -126252.938 eV. The value obtained for the HOMO energy (alpha / beta) is -6.141 / -6.140 eV.

---

Record 3
The following is a DFT calculation (wB97M-V/def2-TZVPD) of C44H76AlBr29F4NO3S as an isolated structure.

Structure (XYZ):
```
159
C44H76AlBr29F4NO3S | the Open Molecules 2025 dataset | wB97M-V/def2-TZVPD
Br -7.19 2.19 8.78
Br -5.32 3.15 11.82
Br -0.41 1.45 -2.23
Br -8.02 4.90 -1.20
Br 2.56 -18.15 2.05
Br -4.31 -1.88 -2.13
Br 4.93 -14.45 -1.14
Br -2.44 3.49 1.31
Br -1.63 4.94 -1.98
Br -6.43 10.00 5.03
Br 6.57 -2.59 2.00
Br -5.65 6.42 2.20
Br -6.71 6.13 8.12
Br 5.56 -15.59 -4.60
Br 4.61 -10.51 0.64
Br -0.71 10.74 -1.16
Br -3.60 -0.18 -5.33
Br 2.88 11.39 -3.16
Br 3.95 7.60 -1.21
Br -2.53 7.81 0.78
Br 2.38 -18.16 -1.64
Br 4.75 12.36 -0.12
Br 2.98 -1.92 1.46
Br 6.50 -10.04 -2.50
Br 2.49 5.68 -4.00
Br -9.03 7.98 3.37
Br -0.53 10.76 2.53
Br -6.09 9.42 9.70
Br -6.79 1.91 0.60
S 5.27 0.26 -1.97
Al 3.96 -1.53 -2.52
F 1.26 -4.37 -6.62
F 3.91 -1.63 -6.81
F 2.78 -3.86 -8.40
F 1.43 -1.57 -7.12
O -0.03 -4.49 -3.61
O 3.94 -2.15 -4.32
O 2.09 -1.31 -2.56
N -0.28 -4.07 -1.12
C -4.59 -1.83 -4.98
C 0.06 -6.72 -0.58
C -5.29 2.52 9.02
C -4.80 1.98 10.35
C 2.17 0.37 -4.69
C 3.82 -18.86 0.74
C -7.86 3.41 1.25
C -5.42 -1.71 -3.72
C 3.93 -17.96 -0.46
C -7.80 8.85 5.80
C 1.75 -1.00 -3.95
C 0.72 10.05 1.22
C 7.10 -9.90 -0.65
C 4.12 -14.48 -3.89
C -4.20 7.40 3.07
C -8.87 3.85 0.21
C 5.55 -0.95 2.28
C 5.27 11.19 -1.59
C 2.68 -7.90 -0.27
C -3.68 8.51 2.19
C 3.76 5.67 -1.44
C -8.00 7.60 4.98
C 4.78 11.72 -2.92
C 1.54 1.82 -2.39
C -6.52 7.70 10.52
C 4.02 5.26 -2.87
C -3.61 4.34 0.01
C 6.46 -10.96 0.21
C -3.22 3.96 -1.40
C 2.17 1.76 -3.88
C 4.18 -1.25 2.84
C -0.26 -3.64 -2.60
C 0.67 -5.22 -0.86
C 4.64 -13.53 -2.83
C 2.61 -3.77 -6.93
C -5.82 6.56 9.80
C -0.59 -2.06 -2.91
C 0.16 -1.44 -4.22
C 3.33 -6.38 -0.52
C 0.83 10.95 0.01
C 1.01 -8.07 -0.31
C 2.58 -2.18 -6.42
C 2.52 -2.22 -4.80
C 2.32 -5.09 -0.84
H 4.89 5.75 -3.31
H -0.43 -1.47 -1.91
H 2.14 -3.20 -4.24
H 6.88 -8.88 -0.32
H 6.14 -0.37 2.99
H 3.40 -8.82 -0.06
H 6.44 -11.95 -0.26
H -5.95 -0.76 -3.64
H 3.99 -16.90 -0.21
H 4.94 12.80 -3.03
H -9.39 3.02 -0.27
H -9.61 4.52 0.66
H 6.97 -11.03 1.18
H 2.24 1.14 -1.69
H -6.14 -2.53 -3.66
H 0.52 -9.14 -0.14
H -3.71 1.96 10.38
H 4.78 -18.92 1.27
H -3.85 -2.64 -4.94
H -8.59 6.86 5.53
H 6.42 -0.33 -1.36
H 3.35 -15.15 -3.53
H 0.07 -2.27 -5.07
H -6.17 7.78 11.55
H -4.80 2.00 8.20
H 1.68 9.99 1.75
H -7.06 7.14 4.66
H -3.56 5.42 0.20
H 5.58 -13.05 -3.10
H -4.78 6.78 9.57
H 3.74 -13.92 -4.75
H -1.75 -2.01 -3.15
H 2.78 -4.02 -1.01
H -1.10 -6.86 -0.56
H -4.00 4.25 -2.11
H -4.64 7.80 3.99
H -3.05 9.19 2.77
H 3.26 0.22 -5.16
H 1.71 2.93 -1.99
H 3.48 -19.87 0.50
H -7.61 7.60 10.52
H -0.47 -0.49 -4.57
H 4.51 5.23 -0.77
H -5.19 0.98 10.58
H -3.00 2.90 -1.52
H 3.89 -12.76 -2.61
H 5.52 -0.43 1.32
H 3.71 -0.34 3.21
H 3.29 2.17 -3.84
H 4.19 -1.99 3.64
H 6.36 11.16 -1.56
H 0.90 12.01 0.27
H -7.44 8.60 6.80
H 5.27 11.20 -3.75
H -5.23 -1.97 -5.85
H 1.69 10.68 -0.60
H 4.79 -18.23 -1.08
H 2.76 5.40 -1.08
H 1.46 0.51 -5.63
H -4.61 3.98 0.24
H 4.88 10.19 -1.36
H -5.87 5.64 10.39
H -7.16 4.20 1.53
H 4.50 -6.26 -0.49
H 0.39 9.04 0.98
H 1.57 2.56 -4.54
H 8.18 -10.03 -0.70
H 3.39 -4.42 -6.34
H 4.47 -2.72 -1.59
H -8.36 3.04 2.14
H 4.14 4.18 -2.95
H -5.13 3.59 8.91
H -8.71 9.46 5.90
H -3.44 6.66 3.34
H -1.27 -4.37 -0.89
H -4.48 9.09 1.71
```

As for the charge: -1. Its lowest unoccupied orbital energy is 1.04 eV. As for the spin multiplicity: 1. As for the gap between HOMO and LUMO: 6.92 eV. The electronic energy is -2114021.389 eV. The value obtained for the HOMO energy is -5.876 eV.

---

Results for max |F|: 4.8; 0.9; 8.3 (in eV/Å, following the order of the records).